No. 1
{
  "formula": "C4H6CoF6N2O7PSe",
  "method": "ωB97M-V/def2-TZVPD",
  "symbols": ["Se", "Co", "P", "F", "F", "F", "F", "F", "F", "O", "O", "O", "O", "O", "O", "O", "N", "N", "C", "C", "C", "C", "H", "H", "H", "H", "H", "H"],
  "positions_angstrom": [[-0.150, 0.217, 3.324], [-0.498, 0.148, 0.742], [0.048, -2.646, -1.395], [-1.510, -2.972, -1.422], [0.461, -4.168, -1.619], [0.048, -2.338, -2.965], [-0.333, -1.003, -1.146], [1.618, -2.187, -1.326], [0.080, -2.807, 0.208], [-1.052, 0.403, 4.624], [-2.355, 0.312, 0.309], [1.178, 2.220, -2.147], [-0.623, -1.020, 2.275], [-3.622, 1.454, -1.182], [-0.453, 1.393, 2.102], [1.452, 0.193, 3.544], [-0.259, 1.458, -0.529], [1.420, -0.122, 0.630], [1.995, 0.636, -0.504], [0.956, 1.515, -1.192], [-1.359, 2.239, -0.776], [-2.633, 1.196, -0.554], [-1.609, 2.863, 0.096], [1.520, -1.126, 0.478], [-1.351, 2.796, -1.708], [1.835, 0.107, 1.539], [2.400, -0.051, -1.245], [2.797, 1.289, -0.160]],
  "forces_ev_per_angstrom": [[0.04, -0.07, -0.05], [0.13, -0.20, -0.65], [-0.04, -0.20, -0.07], [0.06, 0.00, 0.00], [-0.01, 0.08, 0.00], [0.00, 0.00, 0.01], [-0.25, 0.03, 0.42], [0.12, -0.11, -0.07], [0.00, -0.04, -0.07], [-0.03, 0.01, 0.00], [-0.01, 0.19, 0.17], [0.04, -0.01, 0.03], [0.01, 0.05, -0.01], [0.02, -0.01, 0.01], [0.03, 0.01, 0.00], [-0.06, -0.05, 0.02], [0.05, 0.12, 0.14], [0.04, 0.19, 0.14], [-0.04, 0.01, 0.00], [0.06, -0.05, 0.01], [-0.15, -0.12, 0.06], [-0.01, 0.03, -0.09], [0.03, 0.03, -0.02], [0.03, 0.07, 0.04], [-0.04, -0.01, -0.01], [0.01, 0.01, -0.02], [-0.02, 0.05, 0.03], [0.00, 0.01, -0.01]],
  "total_energy_ha": -5517.2246,
  "s_squared": 0.760,
  "charge": -1,
  "e_lumo_ev": [1.8, -0.8],
  "multiplicity": 2,
  "relative_energy_kcal_mol": 0.00,
  "homo_ev": [-7.46, -7.72]
}


No. 2
{
  "formula": "CH7O5",
  "method": "ωB97M-V/def2-TZVPD",
  "symbols": ["O", "O", "O", "O", "O", "C", "H", "H", "H", "H", "H", "H", "H"],
  "positions_angstrom": [[0.288, -0.236, 0.424], [-1.211, 0.902, -1.569], [-1.600, -1.759, 1.625], [0.648, 2.780, -0.080], [1.824, -0.942, -1.031], [0.959, -1.136, -0.158], [0.898, -2.200, 0.144], [0.187, 2.499, 0.715], [-0.382, 0.924, -2.064], [-0.956, -1.095, 1.256], [1.335, 2.108, -0.161], [-0.820, 0.766, -0.677], [-1.170, -2.612, 1.578]],
  "forces_ev_per_angstrom": [[-0.35, -0.55, 0.52], [0.32, 0.05, 0.18], [-0.28, 0.36, 0.22], [0.40, 0.38, 0.17], [-0.30, -0.04, -0.01], [1.48, 0.87, -0.65], [-0.67, -0.08, 0.38], [-0.16, -0.14, -0.01], [-0.20, 0.02, -0.18], [-0.01, -0.42, -0.03], [-0.12, -0.23, -0.13], [-0.35, -0.22, -0.36], [0.22, -0.02, -0.11]],
  "total_energy_ha": -418.5871,
  "charge": -1,
  "e_lumo_ev": 4.1,
  "multiplicity": 1,
  "relative_energy_kcal_mol": 12.68,
  "homo_ev": -5.25
}


No. 3
{
  "formula": "C28H19Cl5FeN4O3",
  "method": "ωB97M-V/def2-TZVPD",
  "symbols": ["Fe", "Cl", "Cl", "Cl", "Cl", "Cl", "O", "O", "O", "N", "N", "N", "N", "C", "C", "C", "C", "C", "C", "C", "C", "C", "C", "C", "C", "C", "C", "C", "C", "C", "C", "C", "C", "C", "C", "C", "C", "C", "C", "C", "C", "H", "H", "H", "H", "H", "H", "H", "H", "H", "H", "H", "H", "H", "H", "H", "H", "H", "H", "H"],
  "positions_angstrom": [[-0.484, -0.285, -0.145], [-3.200, 0.610, 2.638], [2.186, 0.778, -3.986], [-3.228, -2.971, 6.595], [-0.440, -4.045, 2.192], [0.480, -3.441, -6.892], [-1.239, -1.236, 1.486], [-1.451, -1.969, -1.076], [0.572, -0.437, -1.883], [-1.220, 1.549, -1.375], [1.671, -0.484, 0.523], [-0.374, 1.644, 1.164], [2.373, 1.693, 0.168], [-0.452, 3.774, -1.743], [-2.631, -0.841, 3.335], [1.230, -1.381, -5.289], [-1.377, -2.958, 3.112], [0.473, -1.067, -2.982], [-0.585, 3.969, 2.640], [1.946, -1.743, 0.901], [-0.366, -2.193, -3.175], [-0.592, 3.611, -3.113], [4.081, -1.134, 1.724], [-0.254, 2.773, 3.258], [2.621, 0.443, 0.670], [-0.648, 2.800, 0.562], [-1.386, 1.412, -2.691], [-0.792, 2.722, -0.907], [0.441, -2.539, -5.411], [1.232, -0.665, -4.125], [-0.781, 3.986, 1.269], [3.121, -2.122, 1.502], [-3.075, -1.233, 4.560], [-1.841, -3.343, 4.334], [-0.172, 1.634, 2.477], [3.839, 0.149, 1.301], [-1.695, -1.647, 2.555], [-1.280, -2.556, -2.151], [-1.093, 2.415, -3.596], [-2.668, -2.477, 5.067], [-0.352, -2.929, -4.378], [0.082, 0.674, 2.917], [-1.755, 0.452, -3.029], [-0.070, 2.721, 4.322], [-1.239, 2.251, -4.655], [-0.303, 4.405, -3.789], [4.579, 0.931, 1.419], [1.838, -1.054, -6.123], [1.170, -2.466, 0.696], [-0.689, 4.877, 3.220], [-1.582, -4.314, 4.731], [5.023, -1.383, 2.197], [1.657, 1.740, -0.542], [-0.981, -3.807, -4.481], [3.167, 2.292, 0.025], [-1.911, -3.431, -2.367], [-0.066, 4.697, -1.332], [-3.744, -0.603, 5.129], [-1.051, 4.900, 0.758], [3.285, -3.151, 1.787]],
  "forces_ev_per_angstrom": [[0.82, -0.15, 0.92], [-0.24, 0.63, -0.30], [0.01, -0.08, 0.00], [-0.28, -0.24, 0.81], [0.47, -0.36, -0.47], [0.01, 0.11, 0.13], [2.13, 1.67, -5.43], [0.25, 0.90, 0.91], [0.00, 1.29, 1.58], [0.13, -0.95, 0.08], [-1.27, -0.44, 0.10], [0.02, -1.18, -0.69], [-0.17, -0.07, 0.10], [-0.08, 0.08, -0.10], [1.53, -1.42, -1.10], [-0.04, -0.09, -0.04], [-0.51, 2.19, -0.73], [-0.26, -0.61, -0.77], [0.03, -0.06, 0.09], [-0.09, -0.44, 0.09], [0.12, 0.15, -0.07], [0.04, 0.05, 0.08], [0.01, -0.03, -0.02], [0.01, 0.13, -0.15], [0.02, 0.55, -0.39], [-0.11, 0.23, -0.26], [-0.19, -0.10, -0.14], [0.02, 0.23, 0.30], [0.14, 0.02, -0.22], [0.07, 0.18, 0.34], [0.01, -0.05, -0.03], [-0.05, 0.09, -0.08], [0.04, -1.07, 0.89], [-0.83, 0.51, 0.96], [0.23, -0.56, 0.21], [-0.05, -0.07, -0.01], [-1.90, -1.02, 4.44], [0.14, -0.08, -0.28], [-0.10, -0.03, -0.01], [0.36, 0.30, -1.04], [-0.19, -0.16, 0.07], [-0.11, 0.03, -0.06], [0.02, 0.03, 0.01], [-0.04, -0.07, -0.06], [0.01, -0.03, 0.04], [-0.04, -0.01, 0.01], [-0.06, -0.01, -0.02], [-0.02, 0.00, 0.01], [-0.08, -0.05, 0.13], [0.00, -0.01, -0.03], [-0.04, 0.00, 0.04], [-0.03, 0.04, 0.01], [0.21, 0.02, -0.09], [0.00, 0.05, 0.04], [0.02, 0.00, -0.05], [-0.03, 0.06, 0.24], [-0.01, -0.05, 0.01], [-0.03, -0.05, 0.02], [0.02, -0.05, -0.01], [-0.07, 0.04, -0.02]],
  "total_energy_ha": -5087.5892,
  "s_squared": 1.002,
  "charge": 1,
  "e_lumo_ev": [-5.9, -4.6],
  "multiplicity": 2,
  "homo_ev": [-9.53, -9.63]
}


No. 4
{
  "formula": "C33H38AuN4O2S2Sb2",
  "method": "ωB97M-V/def2-TZVPD",
  "symbols": ["Au", "Sb", "Sb", "S", "S", "O", "O", "N", "N", "N", "N", "C", "C", "C", "C", "C", "C", "C", "C", "C", "C", "C", "C", "C", "C", "C", "C", "C", "C", "C", "C", "C", "C", "C", "C", "C", "C", "C", "C", "C", "C", "C", "C", "C", "H", "H", "H", "H", "H", "H", "H", "H", "H", "H", "H", "H", "H", "H", "H", "H", "H", "H", "H", "H", "H", "H", "H", "H", "H", "H", "H", "H", "H", "H", "H", "H", "H", "H", "H", "H", "H", "H"],
  "positions_angstrom": [[-1.211, -0.219, 0.511], [1.096, -3.052, 0.807], [0.757, 1.134, 1.378], [-1.153, 1.962, -1.928], [-1.487, -0.779, 2.739], [-2.235, 2.778, -2.398], [-0.324, 2.490, -0.860], [-3.778, 0.540, 2.765], [-1.956, 1.548, 3.917], [-2.393, -1.846, -0.531], [-1.691, 0.530, -1.419], [3.132, -1.639, 2.738], [-4.081, 2.594, 3.926], [5.546, -1.568, 2.478], [2.014, -4.986, 0.830], [-2.743, 2.563, 4.299], [-2.111, 3.644, 5.120], [1.891, -2.465, 2.778], [-0.067, 1.679, -3.302], [1.178, 2.292, -3.310], [0.147, 3.057, 2.007], [-4.589, -0.374, -3.675], [-3.129, -1.374, -1.575], [-3.527, 0.383, -3.120], [2.285, 1.501, -0.008], [1.624, 1.378, -5.504], [3.119, -0.245, 2.875], [1.865, 0.541, 3.120], [-4.193, -2.125, -2.116], [2.580, -2.189, -0.478], [-4.470, -3.376, -1.523], [-2.695, -2.998, 0.018], [2.013, 2.137, -4.409], [-3.733, -3.812, -0.462], [-0.482, 0.928, -4.397], [0.367, 0.776, -5.478], [-2.779, -0.112, -2.089], [4.363, -2.275, 2.552], [2.521, 1.221, -6.699], [-2.518, 0.598, 3.178], [4.325, 0.460, 2.803], [5.530, -0.182, 2.600], [-4.554, 1.551, 3.152], [-4.920, -1.600, -3.200], [-0.234, 2.979, 3.019], [2.667, 0.169, -6.944], [4.380, -3.356, 2.473], [1.927, 1.286, -1.004], [2.551, -2.738, -1.419], [2.361, -1.145, -0.686], [-5.730, -2.173, -3.630], [1.082, -2.007, 3.338], [-2.094, -3.300, 0.867], [-0.613, 3.416, 1.323], [4.309, 1.538, 2.927], [1.155, 0.063, 3.791], [1.847, -5.479, -0.126], [3.496, 1.672, -6.523], [3.139, 0.872, 0.235], [-3.331, 1.374, -3.497], [-1.509, 4.293, 4.481], [-1.451, 3.204, 5.866], [2.982, 2.622, -4.415], [1.572, -5.588, 1.622], [3.084, -4.883, 1.000], [0.046, 0.181, -6.324], [-3.935, -4.759, 0.017], [-5.588, 1.513, 2.831], [-5.153, 0.055, -4.493], [-5.280, -3.975, -1.919], [1.022, 3.708, 1.977], [6.449, 0.386, 2.555], [2.080, 1.700, -7.575], [6.482, -2.093, 2.337], [1.476, 2.903, -2.474], [3.570, -2.276, -0.036], [-2.860, 4.258, 5.613], [2.542, 2.554, 0.089], [2.101, -3.430, 3.240], [-4.728, 3.403, 4.232], [2.105, 1.527, 3.524], [-1.455, 0.456, -4.407]],
  "forces_ev_per_angstrom": [[-0.60, -0.58, -1.14], [0.06, 0.01, 0.12], [-0.13, 0.97, 0.60], [0.22, 0.52, -0.15], [0.59, -0.49, -0.17], [0.08, 0.10, 0.13], [-0.08, -0.16, -0.09], [0.02, 0.05, -0.01], [-0.09, 0.00, 0.02], [-0.41, 0.43, 0.86], [-0.01, -0.30, -0.02], [-0.07, 0.02, 0.05], [-0.01, -0.03, -0.01], [0.08, 0.18, 0.01], [-0.04, 0.03, 0.00], [0.01, -0.05, 0.02], [-0.03, -0.04, -0.01], [0.09, -0.11, -0.16], [0.08, 0.01, 0.01], [-0.13, -0.04, -0.08], [-0.01, -0.13, 0.04], [0.20, 0.44, -0.08], [0.04, -0.52, 0.06], [-0.42, 0.07, -0.40], [0.22, -0.39, -0.12], [0.06, 0.00, -0.05], [0.04, 0.16, -0.07], [-0.07, -0.30, -0.01], [0.24, -0.13, 0.17], [-0.07, -0.01, 0.10], [-0.06, 0.07, -0.09], [-0.04, -0.17, 0.04], [0.00, 0.03, 0.06], [0.15, -0.03, 0.05], [0.05, -0.08, 0.03], [-0.08, -0.04, 0.01], [0.52, 0.42, 0.47], [-0.10, -0.03, 0.01], [-0.03, 0.00, 0.02], [-0.16, 0.20, 0.01], [-0.11, 0.01, -0.02], [0.06, -0.17, -0.02], [-0.01, 0.03, -0.01], [-0.16, -0.21, -0.01], [0.04, -0.02, 0.02], [0.00, -0.01, 0.01], [0.01, -0.01, 0.00], [0.01, 0.03, -0.16], [-0.01, -0.01, -0.02], [0.02, 0.06, -0.04], [-0.02, -0.01, 0.01], [-0.04, 0.10, 0.00], [-0.05, 0.03, 0.04], [-0.03, 0.07, -0.03], [0.01, 0.01, 0.00], [0.01, 0.00, 0.01], [0.01, -0.02, 0.00], [0.01, 0.00, -0.01], [0.03, 0.05, 0.04], [-0.09, -0.09, -0.09], [0.00, 0.01, 0.00], [0.01, 0.01, 0.01], [-0.01, 0.01, 0.01], [0.01, -0.03, 0.00], [0.02, -0.01, 0.00], [-0.01, 0.00, -0.01], [0.03, 0.00, 0.01], [0.00, 0.01, -0.01], [0.04, 0.03, 0.00], [-0.02, 0.00, 0.00], [0.01, -0.04, -0.05], [0.02, 0.00, 0.00], [0.00, 0.01, -0.01], [0.01, 0.00, 0.00], [0.05, 0.08, 0.07], [0.04, 0.02, 0.01], [-0.01, 0.01, 0.01], [-0.06, 0.02, -0.02], [-0.01, -0.01, 0.02], [-0.01, 0.00, 0.01], [0.02, -0.02, 0.05], [0.07, 0.01, -0.04]],
  "total_energy_ha": -3062.1340,
  "charge": 1,
  "e_lumo_ev": -4.6,
  "multiplicity": 1,
  "relative_energy_kcal_mol": 0.00,
  "homo_ev": -10.47
}